Entry 1:
{
  "formula": "C8H19N3Si",
  "method": "ωB97M-V/def2-TZVPD",
  "symbols": ["C", "C", "C", "C", "C", "C", "C", "C", "N", "N", "N", "Si", "H", "H", "H", "H", "H", "H", "H", "H", "H", "H", "H", "H", "H", "H", "H", "H", "H", "H", "H"],
  "xyz": [[-0.94, -1.05, -0.94], [0.33, -1.32, -1.02], [-3.01, -0.99, 1.09], [-3.57, 0.64, -0.74], [2.91, -1.64, 0.71], [3.55, 0.89, 0.18], [-2.55, 0.26, 0.36], [2.72, -0.38, -0.19], [-1.22, 0.07, -0.22], [1.38, 0.03, -0.42], [0.10, 2.41, -0.72], [0.25, 1.03, 0.26], [-1.75, -1.66, -1.29], [0.94, -2.12, -1.38], [-3.63, -0.76, 2.05], [-3.41, -1.69, 0.46], [-2.05, -1.49, 1.53], [-4.56, 0.81, -0.19], [-3.72, 0.00, -1.57], [-3.30, 1.63, -1.34], [2.75, -2.68, 0.16], [4.04, -1.69, 0.99], [2.24, -1.57, 1.57], [3.53, 1.56, -0.58], [4.55, 0.43, 0.29], [3.33, 1.37, 1.17], [-2.37, 1.08, 0.98], [3.18, -0.71, -1.23], [-0.69, 3.03, -0.61], [0.98, 3.01, -0.97], [0.04, 1.49, 1.65]],
  "mulliken_charge": [0.26, -1.04, -1.30, -1.16, -1.11, -1.54, 0.04, 0.46, 0.22, 0.31, -0.42, -0.38, 0.40, 0.38, 0.31, 0.42, 0.30, 0.37, 0.29, 0.28, 0.27, 0.33, 0.26, 0.44, 0.42, 0.31, 0.46, 0.15, 0.21, 0.20, -0.15],
  "multiplicity": 1,
  "smiles": "CC(C)N1C=CN(C(C)C)[SiH]1N",
  "charge": 0,
  "orbital_gap_ev": 8.39,
  "de_lowest_kj_mol": 0.0
}

Entry 2:
{
  "formula": "C17H40AsFOP",
  "method": "ωB97M-V/def2-TZVPD",
  "symbols": ["C", "C", "C", "C", "C", "C", "C", "C", "C", "As", "F", "O", "C", "C", "C", "C", "C", "C", "P", "C", "C", "H", "H", "H", "H", "H", "H", "H", "H", "H", "H", "H", "H", "H", "H", "H", "H", "H", "H", "H", "H", "H", "H", "H", "H", "H", "H", "H", "H", "H", "H", "H", "H", "H", "H", "H", "H", "H", "H", "H", "H"],
  "xyz": [[-3.87, 3.24, -0.86], [-4.35, 2.24, -1.91], [-3.53, 2.30, -3.20], [-3.29, 0.92, -3.83], [-1.96, 0.30, -3.34], [-2.13, -1.11, -2.80], [-0.91, -1.67, -2.08], [-0.61, -0.93, -0.78], [0.69, -1.34, -0.13], [1.07, -0.16, 1.48], [1.30, 0.96, 2.97], [1.92, 1.17, 0.45], [3.11, 0.94, -0.22], [3.25, 1.94, -1.39], [2.81, -1.10, 1.91], [2.65, -2.41, 2.70], [3.75, -0.22, 2.74], [5.24, -0.59, 2.52], [-0.27, -1.41, 2.97], [-1.42, -0.19, 3.76], [-1.46, -2.56, 2.12], [-3.57, 4.18, -1.31], [-3.06, 2.84, -0.26], [-4.68, 3.48, -0.18], [-4.34, 1.25, -1.47], [-5.38, 2.49, -2.15], [-2.59, 2.81, -3.03], [-4.06, 2.92, -3.92], [-3.28, 1.02, -4.91], [-4.09, 0.27, -3.50], [-1.23, 0.31, -4.14], [-1.57, 0.97, -2.58], [-2.33, -1.75, -3.67], [-3.04, -1.17, -2.20], [-0.05, -1.53, -2.73], [-1.03, -2.74, -1.92], [-0.47, 0.11, -1.05], [-1.45, -0.95, -0.08], [1.45, -1.21, -0.91], [0.69, -2.40, 0.13], [-0.23, 0.67, 1.15], [3.24, -0.06, -0.65], [3.99, 1.10, 0.42], [4.30, 2.15, -1.55], [2.70, 2.84, -1.16], [2.90, 1.49, -2.31], [3.31, -1.45, 1.01], [2.39, -2.25, 3.74], [2.01, -3.13, 2.21], [3.65, -2.87, 2.70], [3.65, 0.83, 2.48], [3.49, -0.35, 3.78], [5.60, 0.04, 1.71], [5.82, -0.32, 3.39], [5.37, -1.63, 2.25], [-2.44, -0.55, 3.72], [-1.10, 0.05, 4.77], [-1.39, 0.72, 3.16], [-1.97, -3.12, 2.91], [-2.26, -2.08, 1.55], [-0.96, -3.30, 1.52]],
  "mulliken_charge": [-1.31, -0.21, -1.00, -0.95, -0.30, -0.78, -0.94, 0.03, -1.38, 0.97, -0.60, -0.73, 0.44, -1.47, 0.44, -1.78, -0.94, -1.28, 0.19, -1.23, -1.34, 0.35, 0.27, 0.37, 0.22, 0.36, 0.54, 0.40, 0.40, 0.44, 0.33, 0.20, 0.34, 0.38, 0.32, 0.28, 0.21, 0.17, 0.56, 0.50, -0.18, 0.12, -0.02, 0.40, 0.32, 0.28, 0.19, 0.41, 0.37, 0.49, 0.51, 0.56, 0.29, 0.37, 0.29, 0.43, 0.30, 0.26, 0.49, 0.31, 0.33],
  "multiplicity": 1,
  "charge": -1,
  "orbital_gap_ev": 6.32
}

Entry 3:
{
  "formula": "C25H35N2SW",
  "method": "ωB97M-V/def2-TZVPD",
  "symbols": ["C", "C", "C", "C", "C", "W", "C", "C", "H", "C", "H", "H", "C", "H", "H", "H", "C", "H", "H", "H", "C", "H", "H", "H", "C", "H", "H", "H", "C", "H", "H", "H", "C", "H", "H", "H", "C", "H", "H", "H", "C", "C", "C", "C", "H", "C", "H", "C", "H", "H", "H", "C", "N", "C", "C", "N", "C", "S", "H", "H", "H", "H", "H", "H"],
  "xyz": [[1.35, -2.56, 0.55], [2.32, -1.86, -0.29], [1.88, -1.91, -1.65], [0.57, -2.54, -1.67], [0.24, -2.92, -0.31], [0.40, -0.64, 0.02], [-1.32, 1.45, -1.03], [-1.26, 0.85, 0.38], [-1.36, 1.57, 1.20], [-1.66, -0.55, 0.63], [-2.43, -1.03, 0.00], [-1.84, -0.81, 1.69], [-2.63, 3.62, -0.58], [-2.44, 4.37, 0.22], [-3.20, 4.11, -1.41], [-3.44, 2.99, -0.13], [-2.53, 0.85, -1.75], [-2.35, -0.15, -2.14], [-3.34, 0.78, -1.03], [-2.77, 1.50, -2.61], [3.59, -1.24, 0.15], [3.69, -1.24, 1.24], [4.45, -1.77, -0.28], [3.66, -0.19, -0.19], [2.50, -1.05, -2.71], [2.68, -0.05, -2.28], [3.48, -1.37, -3.09], [1.85, -0.92, -3.58], [-0.44, -2.49, -2.77], [-0.43, -1.51, -3.26], [-0.31, -3.27, -3.54], [-1.46, -2.59, -2.36], [-0.94, -3.74, 0.08], [-1.83, -3.47, -0.50], [-0.75, -4.80, -0.10], [-1.19, -3.63, 1.14], [1.53, -2.99, 1.96], [0.58, -3.01, 2.51], [1.94, -4.01, 1.97], [2.23, -2.34, 2.50], [-0.08, 0.51, -1.80], [-1.41, 2.90, -1.08], [-0.12, 0.95, -3.14], [-0.29, 3.53, -1.56], [0.38, -0.53, -1.79], [0.58, 2.12, -3.46], [-0.62, 0.32, -3.91], [0.68, 3.15, -2.53], [-0.07, 4.52, -1.16], [1.05, 2.16, -4.46], [1.44, 3.90, -2.73], [0.47, -0.53, 4.48], [0.08, 0.82, 4.07], [-0.75, 1.68, 4.80], [-0.93, 2.78, 4.05], [-0.22, 2.59, 2.86], [0.40, 1.37, 2.89], [1.43, 0.67, 1.68], [-0.15, -1.28, 3.97], [1.53, -0.70, 4.22], [0.33, -0.62, 5.56], [-1.10, 1.41, 5.77], [-1.48, 3.69, 4.24], [-0.17, 3.22, 2.08]],
  "mulliken_charge": [0.86, 0.54, 0.21, 0.55, 0.48, 0.36, 3.32, -1.36, 1.24, -1.69, 0.36, 0.42, -1.50, 0.33, 0.35, 0.33, -1.83, 0.15, 0.56, 0.44, -1.57, 0.29, 0.40, 0.37, -1.16, 0.28, 0.36, 0.40, -0.88, -0.01, 0.40, 0.23, -1.62, 0.36, 0.35, 0.30, -1.43, 0.27, 0.29, 0.28, 1.59, 0.02, -2.03, -0.38, -0.81, -0.62, 0.51, -0.80, 0.36, 0.43, 0.43, -0.73, 0.08, -0.23, -0.62, 0.08, 0.14, -0.49, 0.21, 0.31, 0.36, 0.45, 0.43, 0.30],
  "multiplicity": 3,
  "charge": 1,
  "s_squared": 2.11,
  "orbital_gap_ev": [6.20, 6.80],
  "de_lowest_kj_mol": 0.0
}

Number 1: M 185.35 g mol⁻¹, total energy -20950.5700 eV. Number 2: M 385.40 g mol⁻¹, total energy -93169.6153 eV. Number 3: M 579.48 g mol⁻¹, total energy -42121.3884 eV.